# 1
Computed, not measured: a cluster of 2 separate species, C18H36FN2O4 in total at a distorted geometry, with wB97M-V/def2-TZVPD.

```
61
Properties=species:S:1:pos:R:3:mulliken_spin:R:1
C 1.569 -0.599 -3.166 0.000
C 0.484 -1.538 -2.716 0.001
C -0.919 -1.111 -3.048 0.003
N 0.852 -2.620 -2.157 0.001
C -0.045 -3.310 -1.235 -0.042
F -1.119 -3.940 -1.895 0.000
C -0.642 -2.446 -0.125 0.043
C 0.256 -2.146 1.086 0.007
C 1.142 -0.899 0.870 0.033
C -0.692 -1.746 2.236 -0.005
N 1.019 -3.323 1.559 0.372
O 0.355 -4.091 2.348 0.562
C 1.724 -4.065 0.487 0.001
C 2.974 -3.351 -0.030 0.007
C 2.250 -5.380 1.122 -0.004
C 0.753 -4.473 -0.616 0.052
H 2.227 -0.343 -2.342 0.000
H 1.149 0.322 -3.554 0.000
H 2.172 -1.097 -3.921 0.000
H -1.577 -1.943 -3.244 0.000
H -0.869 -0.549 -3.977 0.000
H -1.313 -0.436 -2.293 -0.001
H -1.506 -2.988 0.250 0.007
H -1.028 -1.495 -0.472 -0.010
H 1.917 -0.927 1.628 -0.025
H 0.517 -0.027 1.006 0.003
H 1.624 -0.893 -0.099 0.001
H -0.158 -1.766 3.178 -0.004
H -1.535 -2.419 2.304 0.003
H -1.072 -0.736 2.095 0.000
H 2.759 -2.457 -0.598 -0.001
H 3.663 -3.159 0.787 -0.006
H 3.443 -4.037 -0.726 0.001
H 3.054 -5.737 0.490 0.000
H 2.620 -5.193 2.120 -0.004
H 1.459 -6.117 1.146 0.003
H 1.253 -4.988 -1.429 -0.003
H 0.001 -5.124 -0.175 0.005
C -1.524 7.057 1.757 0.000
O -1.011 6.027 0.942 0.000
C 0.146 5.414 1.487 0.000
C 0.238 3.962 1.073 0.000
O -0.638 3.096 1.782 0.000
C -2.024 3.164 1.476 0.000
C -2.388 2.586 0.127 0.000
O -2.066 3.484 -0.925 0.000
C -1.756 2.809 -2.120 0.000
H -0.824 7.898 1.821 0.000
H -2.453 7.403 1.308 0.000
H -1.746 6.683 2.763 0.000
H 0.141 5.480 2.580 0.000
H 1.027 5.949 1.106 0.000
H 1.241 3.614 1.332 0.000
H 0.130 3.845 -0.006 0.000
H -2.410 4.178 1.591 0.000
H -2.510 2.547 2.236 0.000
H -3.470 2.402 0.092 0.000
H -1.861 1.632 -0.005 0.000
H -0.934 2.099 -1.956 0.000
H -1.438 3.544 -2.857 0.000
H -2.634 2.272 -2.500 0.000
```

DFT total energy   -1217.639622 Ha
Energy above the lowest of the compared OMol25 structures with the same formula, charge and spin   0.278 eV
Multiplicity   2
Expectation value of S²   0.754
Frontier orbital gap (alpha / beta)   9.090 / 9.790 eV
HOMO (alpha / beta)   -8.44 / -9.41 eV

# 2
Computed, not measured: a structure of composition C18H37As3NOsSi2 at a distorted geometry, with wB97M-V/def2-TZVPD.

```
62
Properties=species:S:1:pos:R:3:mulliken_spin:R:1
Os 1.734 0.143 -0.829 2.154
C 0.009 -2.438 -3.549 0.012
As 0.378 -0.747 -2.660 0.006
C 1.132 0.173 -4.210 0.012
C -1.390 0.053 -2.338 -0.025
C -2.561 -0.642 -2.619 -0.003
C -3.799 -0.049 -2.414 0.003
C -3.879 1.232 -1.893 -0.007
C -2.716 1.915 -1.571 0.001
C -1.471 1.339 -1.786 0.061
As 0.180 2.348 -1.457 0.175
C 0.183 3.559 -2.987 0.030
C -0.186 3.601 0.003 0.018
H -0.423 -2.183 -4.521 0.001
H -0.678 -3.089 -3.013 0.001
H 0.941 -2.982 -3.719 0.000
H 0.347 0.356 -4.948 0.000
H 1.874 -0.488 -4.666 0.001
H 1.621 1.120 -3.966 -0.003
H -2.515 -1.648 -3.018 -0.001
H -4.697 -0.591 -2.668 0.000
H -4.838 1.707 -1.753 0.000
H -2.769 2.917 -1.161 0.001
H -0.627 4.279 -2.855 0.011
H 0.030 3.022 -3.922 0.000
H 1.123 4.109 -3.039 -0.003
H -1.142 4.104 -0.139 0.006
H 0.593 4.368 -0.024 -0.001
H -0.163 3.104 0.972 -0.005
C 5.519 1.761 0.942 -0.003
C 4.295 1.174 0.561 0.127
N 3.267 0.722 0.271 -0.069
H 5.649 2.719 0.431 0.009
H 6.360 1.118 0.671 0.009
H 5.539 1.926 2.023 0.002
C -1.778 -3.360 1.904 0.025
Si 0.061 -3.310 1.401 0.146
C 1.438 -3.813 2.608 0.018
C 0.350 -3.810 -0.415 0.015
As 0.254 -0.543 0.827 1.055
Si -0.466 0.702 3.368 0.130
C -2.253 0.990 2.789 0.029
C 0.682 2.203 3.585 0.015
C -0.061 -0.783 4.477 0.026
H -2.152 -4.379 1.835 0.006
H -2.383 -2.742 1.241 -0.001
H -1.953 -3.033 2.925 -0.001
H 1.355 -4.880 2.813 0.008
H 1.391 -3.302 3.565 0.001
H 2.425 -3.645 2.180 0.003
H 0.659 -4.848 -0.506 0.006
H 1.122 -3.191 -0.882 0.007
H -0.579 -3.697 -0.970 -0.002
H -2.284 1.520 1.837 -0.010
H -2.810 1.583 3.514 0.003
H -2.787 0.049 2.664 -0.008
H 0.197 3.142 3.323 0.000
H 1.599 2.108 3.005 0.000
H 0.972 2.287 4.631 0.005
H -0.544 -1.691 4.131 -0.001
H -0.386 -0.609 5.500 0.003
H 1.012 -0.954 4.505 0.006
```

DFT total energy   -8138.758170 Ha
Multiplicity   5
Charge   +3
Expectation value of S²   6.032
Frontier orbital gap (alpha / beta)   6.354 / 6.152 eV
HOMO (alpha / beta)   -16.43 / -17.38 eV

# 3
Computed, not measured: a structure of composition C18H37BBrN2O3PTa at a distorted geometry, with wB97M-V/def2-TZVPD.

```
64
Properties=species:S:1:pos:R:3:mulliken_charge:R:1
C -2.079 -3.299 0.907 -0.520
O -2.459 -1.951 1.357 -0.223
C -2.979 -1.981 2.761 -0.519
C -2.841 -0.449 3.328 -0.415
C -1.755 -0.249 4.539 -0.738
C -0.301 -0.968 4.299 -0.222
C 0.926 0.099 3.946 -0.534
C 1.628 -0.177 2.486 -0.700
C 0.571 -0.479 1.265 0.824
C 1.439 -0.528 -0.161 -0.372
C 0.426 -0.955 -1.388 -0.579
Ta 1.372 -0.849 -3.499 0.365
N 1.552 -3.069 -3.535 -0.825
C 1.220 1.459 -3.611 -0.793
C 0.211 2.140 -2.495 0.716
C -1.435 1.993 -2.586 -0.170
C -2.509 2.609 -1.512 -0.515
C -1.953 3.491 -0.246 -0.530
C -0.300 3.708 -0.131 0.625
C 0.190 4.643 1.150 -0.955
C 0.764 3.045 -1.202 -0.625
B 3.559 -0.817 -2.671 0.589
N 4.374 0.440 -2.431 -0.683
O 4.246 -2.122 -2.372 -0.637
P -0.946 -1.196 -4.703 0.200
O -2.257 -1.180 -3.510 -0.528
Br -1.257 0.515 -6.233 -0.328
H -2.988 -4.018 1.071 0.328
H -1.074 -3.653 1.392 0.249
H -1.882 -3.210 -0.267 0.015
H -2.292 -2.755 3.345 0.344
H -4.073 -2.388 2.685 0.310
H -2.655 0.247 2.401 0.171
H -3.906 -0.168 3.787 0.320
H -1.538 0.923 4.599 0.253
H -2.210 -0.522 5.607 0.288
H -0.301 -1.852 3.532 0.154
H 0.008 -1.448 5.347 0.315
H 0.564 1.226 3.980 0.159
H 1.787 -0.019 4.765 0.262
H 2.462 -1.024 2.603 0.272
H 2.229 0.800 2.187 0.255
H 0.173 -1.593 1.418 -0.385
H -0.326 0.272 1.226 -0.053
H 2.256 -1.353 -0.001 0.228
H 1.932 0.525 -0.291 -0.229
H -0.564 -0.322 -1.279 0.184
H 0.135 -2.086 -1.199 0.008
H 2.121 -0.847 -5.226 -0.057
H 0.712 -3.373 -2.965 0.246
H 1.338 -3.333 -4.544 0.273
H 2.285 1.956 -3.427 0.345
H 0.879 1.812 -4.674 0.345
H -1.863 1.399 -3.498 0.025
H -3.663 2.408 -1.686 0.269
H -2.700 3.955 0.541 0.230
H 0.076 4.105 2.184 0.181
H -0.530 5.593 1.153 0.301
H 1.282 4.992 0.913 0.302
H 1.908 3.244 -1.051 0.142
H 5.370 0.108 -2.278 0.224
H 3.993 0.881 -1.564 0.233
H 3.613 -2.721 -1.875 0.278
H -1.964 -1.630 -2.662 0.310
```

DFT total energy   -4040.027582 Ha
Multiplicity   1
Charge   -1
Frontier orbital gap   5.830 eV
HOMO   -4.05 eV

# 4
Computed, not measured: a structure of composition C18H37HfOP3Se at a distorted geometry, with wB97M-V/def2-TZVPD.

```
61
Properties=species:S:1:pos:R:3:mulliken_charge:R:1
Hf -0.677 0.343 0.410 -0.279
P -1.801 -1.723 1.371 0.950
P 1.061 0.014 2.326 0.722
P 1.047 -0.977 -0.832 1.076
H -3.199 2.363 -2.692 0.384
C -3.291 1.274 -2.793 -1.028
C -2.666 0.400 -1.980 0.391
H -2.038 0.857 -1.151 0.177
C -3.288 -1.576 2.439 -1.436
C -1.069 -3.117 2.325 -1.369
C -2.593 -2.717 0.064 -1.213
C 2.316 1.329 2.422 -1.221
C 0.543 -0.001 4.086 -1.292
C 2.259 -1.385 2.538 -1.363
C 0.550 -0.912 -2.603 -1.098
C 1.439 -2.771 -0.685 -1.328
C 2.772 -0.355 -1.001 -1.065
H -4.013 0.988 -3.571 0.336
H -2.789 -0.717 -2.011 0.280
H -4.018 -0.881 2.009 0.476
H -3.049 -1.213 3.445 0.425
H -3.776 -2.572 2.535 0.539
H -0.711 -2.806 3.308 0.428
H -0.245 -3.604 1.799 0.365
H -1.844 -3.890 2.492 0.546
H -3.198 -2.064 -0.575 0.390
H -3.255 -3.464 0.551 0.533
H -1.852 -3.244 -0.553 0.345
H 2.895 1.159 3.340 0.550
H 1.825 2.306 2.454 0.376
H 2.969 1.286 1.551 0.360
H 1.444 0.118 4.703 0.538
H 0.045 -0.929 4.378 0.355
H -0.141 0.820 4.288 0.477
H 2.908 -1.128 3.386 0.604
H 2.893 -1.517 1.666 0.428
H 1.741 -2.315 2.754 0.355
H 1.371 -1.389 -3.158 0.584
H 0.416 0.136 -2.918 0.177
H -0.393 -1.462 -2.747 0.418
H 2.065 -3.052 -1.551 0.537
H 0.517 -3.373 -0.696 0.369
H 1.999 -2.969 0.241 0.403
H 3.245 -0.948 -1.800 0.582
H 3.334 -0.477 -0.063 0.399
H 2.738 0.708 -1.289 0.141
C 0.368 3.396 -1.577 -0.596
C -0.586 3.173 -2.553 -0.168
C -0.171 2.865 -3.833 -0.549
C 1.216 2.803 -4.104 -0.413
C 2.186 3.040 -3.089 -0.502
C 1.731 3.366 -1.836 -0.420
Se -0.139 3.912 0.222 0.095
H 0.176 5.276 -0.378 0.302
H -1.633 3.167 -2.244 0.741
H -0.865 2.604 -4.645 0.443
H 1.536 2.526 -5.118 0.444
H 3.284 2.912 -3.277 0.475
H 2.415 3.558 -1.022 0.554
O -2.228 1.771 3.036 -0.076
C -1.776 1.075 2.204 0.346
```

DFT total energy   -4255.050554 Ha
Multiplicity   1
Charge   +4
Frontier orbital gap (alpha / beta)   4.105 / 4.104 eV
HOMO (alpha / beta)   -20.33 / -20.33 eV

# 5
Computed, not measured: a structure of composition C18H37KN6O3S at a distorted geometry, with wB97M-V/def2-TZVPD.

```
66
Properties=species:S:1:pos:R:3:mulliken_charge:R:1
K 0.150 0.088 0.118 0.835
N 0.488 -0.541 2.822 -0.432
C 1.562 -1.512 2.817 -0.556
C 2.928 -0.872 2.523 -1.023
N 3.085 -0.408 1.144 0.816
C 3.831 -1.432 0.385 -0.816
C 2.999 -2.645 -0.023 -1.100
N 1.635 -2.411 -0.472 -0.017
C 3.688 0.915 1.024 -0.788
C 3.737 1.428 -0.440 -0.834
N 2.359 1.539 -1.022 -0.450
H 0.728 0.225 3.450 0.193
H -0.379 -0.991 3.114 0.183
H 1.287 -2.343 2.104 0.322
H 1.690 -1.948 3.842 0.361
H 3.712 -1.596 2.847 0.289
H 3.042 0.007 3.250 0.477
H 4.707 -1.755 1.033 0.290
H 4.303 -0.953 -0.479 0.282
H 3.078 -3.357 0.836 0.376
H 3.559 -3.106 -0.891 0.467
H 1.259 -3.320 -0.747 0.220
H 1.710 -1.757 -1.247 -0.128
H 4.743 0.925 1.446 0.335
H 3.182 1.636 1.667 0.429
H 4.317 0.719 -1.034 0.372
H 4.187 2.433 -0.340 0.416
H 2.393 1.290 -2.012 0.133
H 2.173 2.564 -1.095 0.262
O -0.344 -1.372 -2.185 -0.420
N -0.425 -1.293 -3.405 -0.435
N 0.857 -1.115 -4.020 0.673
O 1.907 -0.892 -3.303 -0.753
C 0.996 -1.248 -5.418 0.157
C 2.314 -1.281 -5.944 -0.280
C 2.468 -1.403 -7.314 -0.409
C 1.278 -1.423 -8.130 -0.463
C -0.002 -1.585 -7.601 -0.428
C -0.146 -1.497 -6.205 -0.308
H 3.186 -1.201 -5.264 0.338
H 3.424 -1.529 -7.797 0.373
H 1.387 -1.199 -9.206 0.315
H -0.881 -1.811 -8.226 0.338
H -1.157 -1.461 -5.793 0.378
C -3.379 4.186 5.030 -1.342
C -3.938 3.123 4.059 0.091
C -3.270 3.246 2.665 -0.691
S -3.750 2.135 1.319 0.288
O -2.609 1.149 1.118 -0.498
C -5.225 1.168 1.934 -0.931
C -4.955 -0.114 2.775 -0.231
C -4.544 -1.270 1.846 -1.151
H -4.073 4.368 5.856 0.364
H -3.279 5.137 4.505 0.340
H -2.351 3.990 5.414 0.323
H -5.046 3.291 3.973 0.203
H -3.712 2.115 4.485 0.100
H -2.163 3.177 2.699 0.350
H -3.487 4.229 2.231 0.409
H -5.781 0.887 1.042 0.475
H -5.855 1.877 2.437 0.474
H -5.898 -0.386 3.254 0.358
H -4.219 0.016 3.615 0.154
H -5.427 -1.558 1.196 0.327
H -4.379 -2.173 2.503 0.327
H -3.674 -1.103 1.235 0.275
```

DFT total energy   -2260.270106 Ha
Energy above the lowest of the compared OMol25 structures with the same formula, charge and spin   0.000 eV
Multiplicity   1
Frontier orbital gap (alpha / beta)   5.561 / 5.563 eV
HOMO (alpha / beta)   -5.69 / -5.69 eV

# 6
Computed, not measured: a cluster of 3 separate species, C18H37N2O8 in total, with wB97M-V/def2-TZVPD.

```
65
Properties=species:S:1:pos:R:3:mulliken_spin:R:1
C -3.644 -4.516 -3.485 0.020
C -2.207 -4.098 -3.168 -0.018
C -1.308 -4.467 -4.346 0.004
C -1.735 -4.769 -1.862 0.035
C -2.019 -3.987 -0.554 -0.001
C -0.696 -3.478 0.045 -0.002
C -0.792 -2.875 1.460 0.002
O -0.159 -3.734 2.413 0.000
C -0.276 -1.431 1.585 -0.001
N -1.327 -0.490 2.007 0.000
C -3.076 -2.877 -0.702 0.027
C -2.957 -1.961 -1.951 -0.013
C -4.337 -1.649 -2.547 0.022
C -2.305 -0.631 -1.584 -0.010
N -2.076 -2.629 -2.962 0.427
O -0.861 -2.226 -2.999 0.517
H -4.098 -3.877 -4.242 -0.009
H -3.624 -5.536 -3.866 0.000
H -4.279 -4.525 -2.599 0.001
H -1.585 -5.449 -4.730 0.001
H -0.259 -4.477 -4.061 0.001
H -1.425 -3.740 -5.150 -0.003
H -0.660 -4.939 -1.934 0.000
H -2.201 -5.756 -1.810 0.001
H -2.429 -4.709 0.157 -0.002
H -0.033 -4.344 0.124 -0.004
H -0.232 -2.785 -0.661 -0.001
H -1.835 -2.886 1.791 0.000
H 0.780 -3.809 2.181 0.000
H 0.515 -1.427 2.339 0.000
H 0.188 -1.111 0.646 0.000
H -2.232 -0.795 1.668 0.000
H -1.168 0.418 1.587 0.000
H -4.074 -3.322 -0.665 0.002
H -3.018 -2.224 0.170 0.000
H -4.992 -2.514 -2.599 -0.002
H -4.232 -1.238 -3.553 -0.010
H -4.832 -0.907 -1.920 0.003
H -2.030 -0.070 -2.476 -0.004
H -3.019 -0.042 -1.007 -0.001
H -1.404 -0.775 -0.993 0.016
C 1.001 0.936 4.521 0.000
O 1.747 2.095 4.124 0.000
C 2.568 1.884 3.098 0.000
O 2.698 0.846 2.499 0.000
O 3.220 3.017 2.840 0.000
C 4.138 2.936 1.743 0.000
H 0.359 1.258 5.335 0.000
H 0.396 0.569 3.696 0.000
H 1.672 0.150 4.864 0.000
H 3.614 2.679 0.825 0.000
H 4.910 2.195 1.941 0.000
H 4.578 3.924 1.651 0.000
C 2.664 6.914 2.500 0.000
O 3.427 8.065 2.121 0.000
C 4.253 7.857 1.099 0.000
O 4.390 6.818 0.505 0.000
O 4.902 8.991 0.843 0.000
C 5.830 8.907 -0.244 0.000
H 2.048 7.228 3.336 0.000
H 2.036 6.585 1.674 0.000
H 3.319 6.101 2.804 0.000
H 5.316 8.641 -1.165 0.000
H 6.598 8.164 -0.033 0.000
H 6.270 9.895 -0.326 0.000
```

DFT total energy   -1419.420759 Ha
Multiplicity   2
Expectation value of S²   0.754
Frontier orbital gap (alpha / beta)   8.833 / 9.971 eV
HOMO (alpha / beta)   -8.14 / -9.36 eV

# 7
Computed, not measured: a structure of composition C18H37N6PPtS3, with wB97M-V/def2-TZVPD.

```
66
Properties=species:S:1:pos:R:3:mulliken_charge:R:1
Pt 0.312 -0.581 0.316 0.797
C 1.271 -2.682 3.236 -0.869
C 0.813 -1.278 3.663 -0.804
S -0.297 -0.300 2.606 0.026
C -1.857 -1.226 2.705 -0.937
C -1.888 -2.522 1.922 -0.458
S -1.395 -2.218 0.204 -0.230
C -0.435 -3.724 -0.162 -0.585
C 0.661 -4.137 0.836 -1.024
S 1.735 -2.818 1.493 0.052
H 0.525 -3.437 3.476 0.479
H 2.156 -2.925 3.823 0.562
H 1.676 -0.626 3.802 0.281
H 0.318 -1.345 4.633 0.600
H -2.608 -0.525 2.339 0.268
H -2.074 -1.404 3.759 0.573
H -2.895 -2.939 1.918 0.565
H -1.223 -3.263 2.354 0.121
H -0.014 -3.523 -1.147 0.228
H -1.147 -4.543 -0.277 0.566
H 1.317 -4.837 0.320 0.512
H 0.243 -4.682 1.681 0.498
C 3.654 0.354 0.343 -1.223
P 1.960 1.005 0.351 0.773
C 1.904 2.046 1.831 -1.338
C 1.921 2.154 -1.043 -1.115
H 4.333 1.162 0.622 0.516
H 3.930 0.010 -0.652 0.321
H 3.773 -0.470 1.046 0.279
H 2.610 2.870 1.728 0.530
H 2.181 1.466 2.712 0.393
H 0.901 2.452 1.955 0.291
H 2.842 2.739 -1.059 0.518
H 1.061 2.813 -0.933 0.286
H 1.831 1.607 -1.982 0.225
C 2.570 -1.955 -2.160 -1.148
C 1.326 -1.235 -2.530 0.396
N 0.390 -0.750 -1.719 0.268
C -0.611 -0.209 -2.509 -0.451
C -0.276 -0.377 -3.808 -0.689
N 0.939 -1.019 -3.799 0.012
H 2.644 -2.040 -1.078 -0.042
H 3.454 -1.437 -2.534 0.432
H 2.573 -2.960 -2.587 0.413
H -1.477 0.258 -2.075 0.492
H -0.777 -0.105 -4.720 0.429
H 1.460 -1.306 -4.614 0.226
C -5.606 2.950 -1.798 -1.365
C -5.008 4.298 -1.409 0.805
C -4.004 4.784 -2.448 -1.361
C -4.402 4.287 -0.005 -1.215
N -3.216 3.430 0.101 0.687
C -3.090 2.101 0.164 -0.474
N -1.809 1.798 0.201 0.065
N -1.161 2.981 0.159 -0.073
N -1.988 3.956 0.099 -0.822
H -6.192 3.045 -2.711 0.417
H -6.269 2.556 -1.023 0.367
H -4.825 2.211 -2.000 0.220
H -5.821 5.026 -1.347 0.314
H -3.156 4.098 -2.529 0.221
H -3.612 5.771 -2.202 0.376
H -4.473 4.843 -3.429 0.426
H -5.120 3.944 0.740 0.460
H -4.059 5.280 0.278 0.368
H -3.921 1.417 0.185 0.571
```

DFT total energy   -2691.420086 Ha
Energy above the lowest of the compared OMol25 structures with the same formula, charge and spin   0.198 eV
Multiplicity   1
Charge   +2
Frontier orbital gap   8.420 eV
HOMO   -13.60 eV

> The highest DFT total energy belongs to which entry?

C18H36FN2O4

> What is the multiplicity in the sixth record?

2